# 1
Here is a molecular structure, C22H37O2PbSi from OMol25. Energies are from wB97M-V/def2-TZVPD.

Output
lowest unoccupied orbital energy (spin up / spin down) = 2.4 / 2.3 eV
net charge = -1
orbital gap (spin up / spin down) = 5.04 / 5.14 eV

Last column: Löwdin charge in e.
CARTESIAN COORDINATES (ANGSTROEM)
O: 0.00050 -0.91672 -3.17222  -0.18
C: 0.08897 0.25127 -4.11816  -0.19
C: 0.23998 -0.41703 -5.41305  -0.09
H: 0.95088 0.86094 -3.87844  0.10
H: -0.81347 0.86549 -4.08711  0.13
C: 0.09221 -1.61132 -4.46343  -0.60
H: 1.21907 -0.32755 -5.87213  0.11
H: -0.57936 -0.24174 -6.10152  0.12
C: 1.34790 -2.43589 -4.65217  -0.02
H: 2.25227 -1.83078 -4.48874  0.09
H: 1.37054 -2.80165 -5.69574  0.10
H: 1.38493 -3.29683 -3.98407  0.08
C: -1.21125 -2.35609 -4.63886  -0.02
H: -2.04552 -1.66010 -4.47377  0.10
H: -1.25627 -3.14138 -3.87638  0.09
H: -1.31301 -2.80196 -5.64051  0.09
Pb: -0.54237 -1.66089 -0.02132  1.04
C: -1.99404 -1.09486 3.60732  -0.19
C: -2.29120 0.25935 3.74577  -0.21
C: -2.72842 0.75211 2.49408  -0.21
H: -2.19312 0.83151 4.67951  0.09
C: -2.65076 -0.30158 1.54602  -0.29
C: -2.19843 -1.46767 2.25406  -0.34
H: -2.25995 -2.48318 1.87352  0.04
H: -1.67140 -1.76213 4.40949  0.08
H: -3.11755 1.74668 2.29485  0.07
H: -3.04000 -0.29927 0.53012  0.05
C: 0.77220 -2.43073 3.89089  -0.18
C: 0.00264 -3.07809 2.94246  -0.23
C: 0.72494 -3.12725 1.69281  -0.43
H: -0.97230 -3.52982 3.10892  0.09
C: 1.96168 -2.42065 1.92976  -0.22
C: 2.00302 -2.05033 3.28444  -0.20
H: 2.83996 -1.55282 3.79122  0.08
H: 0.44629 -2.17235 4.89982  0.08
H: 0.57282 -3.93354 0.96738  0.05
H: 2.74301 -2.27198 1.17443  0.08
O: 1.10766 2.77823 -2.70690  -0.16
C: 0.75307 1.66680 -1.77091  -0.19
C: -0.74492 1.69193 -1.38776  -0.20
H: 1.34798 1.67872 -0.82419  0.12
H: 1.01165 0.71788 -2.24989  0.07
C: -1.05503 3.19321 -1.55701  -0.16
H: -0.91101 1.39567 -0.32978  0.06
H: -1.41038 1.06220 -2.01905  0.10
C: 0.12060 3.79600 -2.40475  -0.20
H: -1.06644 3.71455 -0.56869  0.10
H: -1.98949 3.35593 -2.13110  0.11
H: 0.59384 4.68847 -1.90856  0.11
H: -0.25317 4.18880 -3.37745  0.10
C: 2.64881 1.21762 2.34738  -0.25
Si: 0.89044 1.15128 2.96218  0.66
C: 0.76967 0.60821 4.76212  -0.23
C: -0.14668 2.70242 2.67312  -0.24
H: 3.15947 0.27171 2.53887  0.00
H: 3.17533 2.01713 2.87859  0.01
H: 2.68298 1.42235 1.27317  0.00
H: 0.97222 1.47965 5.41016  0.02
H: -0.23767 0.23429 4.99032  -0.01
H: 1.48640 -0.18794 5.00389  0.00
H: 0.41079 3.57057 3.06422  0.02
H: -0.33829 2.84544 1.59806  0.00
H: -1.11326 2.64772 3.19468  0.01

Cartesian forces (eV/Å) of the 2 atoms listed first:
0.644 1.235 -3.114
-0.032 2.780 1.713

# 2
Here is a molecular structure, C22H38BClN4O18V from OMol25. Energies are from wB97M-V/def2-TZVPD.

Output
lowest unoccupied orbital energy = 5.3 eV
net charge = -3
orbital gap = 5.53 eV

Last column: Löwdin charge in e.
CARTESIAN COORDINATES (ANGSTROEM)
O: -12.05737 -3.24195 -24.88648  -0.40
V: -13.09441 -2.69348 -23.83051  0.70
O: -14.40616 -3.55317 -24.06879  -0.39
N: -14.92786 -0.73225 -21.19996  -0.58
O: -14.61864 -1.41442 -22.21966  -0.15
O: -14.68503 -1.18292 -20.06893  -0.05
O: -15.51925 0.36902 -21.33936  -0.05
N: -11.95689 0.11184 -22.25106  -0.59
O: -11.97708 -0.78012 -23.15036  -0.18
O: -12.40089 1.23317 -22.48240  -0.02
O: -11.54953 -0.13956 -21.09413  -0.05
Cl: -12.23909 -3.69493 -21.61211  -0.20
O: -14.79459 0.33533 -28.10690  0.11
C: -15.20487 0.37628 -26.97489  -0.39
O: -16.04442 1.26133 -26.50419  0.23
B: -16.19926 1.08346 -25.01999  -0.80
O: -15.29413 -0.02731 -24.68243  0.26
C: -14.77839 -0.50238 -25.76913  -0.34
O: -14.03010 -1.46535 -25.82859  0.09
O: -15.81386 2.26686 -24.20283  0.22
C: -16.86320 2.76944 -23.55248  -0.39
O: -16.78098 3.64968 -22.74103  0.14
C: -18.02119 1.83069 -23.82053  -0.42
O: -17.63506 0.94435 -24.67260  0.22
O: -19.14358 1.94883 -23.36961  0.10
C: -20.80524 -1.12758 -21.57592  -0.04
C: -21.15740 -2.45052 -22.22007  -0.50
C: -21.51911 -2.20355 -23.71884  -0.14
C: -20.35556 -1.70918 -24.57671  -0.17
C: -19.37484 -2.84215 -24.67014  -0.16
C: -18.83405 -3.20848 -23.26744  -0.48
N: -19.90656 -3.26556 -22.28026  -0.13
O: -19.52742 -3.68710 -20.98919  -0.01
C: -18.18282 -4.62503 -23.34435  -0.01
C: -17.84823 -2.08100 -22.96785  -0.02
C: -22.30308 -3.16140 -21.52725  -0.05
H: -19.79118 -0.80257 -21.79677  0.08
H: -20.90872 -1.06837 -20.48610  0.08
H: -21.44460 -0.28641 -21.86691  0.09
H: -22.00926 -3.07484 -24.15757  0.11
H: -22.25243 -1.38813 -23.71708  0.11
H: -19.93555 -0.77155 -24.22755  0.10
H: -20.74307 -1.70022 -25.60221  0.11
H: -18.58685 -2.63779 -25.40398  0.13
H: -19.74160 -3.72928 -25.20707  0.11
H: -17.41551 -4.60612 -24.11953  0.08
H: -17.78343 -4.96890 -22.39477  0.08
H: -18.97443 -5.29412 -23.69061  0.07
H: -16.96792 -2.17736 -23.61409  0.08
H: -18.23111 -1.08756 -23.17037  0.06
H: -17.24922 -2.05315 -22.05032  0.10
H: -22.06721 -3.38633 -20.48682  0.07
H: -22.55064 -4.10834 -22.01189  0.08
H: -23.19652 -2.53316 -21.56492  0.08
H: -19.10962 -2.88142 -20.63341  0.10
C: -8.24033 -0.22571 -27.08436  -0.01
C: -8.82555 -0.84548 -28.40022  -0.46
C: -9.86622 -1.96299 -28.03379  -0.14
C: -11.19145 -1.46224 -27.46539  -0.17
C: -11.80047 -0.29520 -28.25171  -0.12
C: -10.77698 0.69586 -28.81664  -0.48
N: -9.53984 0.09323 -29.26152  -0.12
O: -8.72567 0.95217 -30.05129  -0.03
C: -11.54161 1.40910 -29.96306  -0.05
C: -10.54631 1.82944 -27.75258  -0.04
C: -7.78008 -1.59220 -29.26684  -0.05
H: -8.83001 -0.53086 -26.22356  0.09
H: -8.02294 0.83763 -27.15688  0.07
H: -7.24511 -0.66717 -26.96491  0.06
H: -10.02804 -2.57176 -28.93017  0.11
H: -9.44716 -2.74202 -27.38912  0.12
H: -11.19006 -1.33868 -26.38362  0.10
H: -11.84852 -2.33640 -27.48980  0.11
H: -12.43084 0.24975 -27.55592  0.10
H: -12.41482 -0.63144 -29.08592  0.11
H: -12.62241 1.38633 -29.83679  0.08
H: -11.24724 2.44255 -30.16421  0.07
H: -11.32985 0.89205 -30.90913  0.07
H: -9.75706 2.53981 -28.01070  0.07
H: -11.46564 2.38992 -27.57504  0.08
H: -10.26057 1.42688 -26.77900  0.07
H: -7.78115 -1.41392 -30.34029  0.07
H: -7.84911 -2.67913 -29.17405  0.07
H: -6.78667 -1.38124 -28.85942  0.06
H: -9.19522 0.95061 -30.89080  0.08

Cartesian forces (eV/Å) of the 2 atoms listed first:
0.249 0.117 0.042
-0.284 -0.023 2.127

# 3
Here is a single C22H38N2 molecule from OMol25. Energies are from wB97M-V/def2-TZVPD.

Output
lowest unoccupied orbital energy = 0.8 eV
SMILES = CC(C)=CCC/C(C)=C/CNCCN[C@H]1[C@@H]2C[C@H]3C[C@@H](C2)C[C@@H]1C3
orbital gap = 9.25 eV

Last column: Löwdin charge in e.
CARTESIAN COORDINATES (ANGSTROEM)
C: 7.46912 -3.86327 2.66391  -0.07
C: 6.24905 -3.92961 1.79306  -0.35
C: 5.02617 -3.84370 2.30209  -0.10
C: 3.73904 -3.90152 1.54079  -0.19
H: 3.89350 -4.31281 0.54344  0.11
H: 3.04036 -4.55338 2.06954  0.11
C: 3.11698 -2.49842 1.41304  -0.17
C: 1.87994 -2.52832 0.56204  -0.31
C: 1.85643 -1.95997 -0.63824  -0.06
C: 0.67856 -1.96568 -1.57166  -0.24
N: -0.48299 -1.33099 -0.96802  -0.09
H: -0.23870 -0.40279 -0.63180  0.11
C: -1.60245 -1.20343 -1.87432  -0.24
C: -2.66301 -0.29805 -1.25332  -0.22
N: -2.11191 1.02942 -1.07054  -0.02
H: -1.90690 1.44206 -1.97439  0.10
C: -2.90088 1.93999 -0.26423  -0.29
C: -2.06090 3.16082 0.13886  -0.25
C: -1.76902 4.05206 -1.06805  -0.12
C: -3.08416 4.53236 -1.67926  -0.30
C: -3.91593 3.32711 -2.11520  -0.11
C: -4.21038 2.44233 -0.90442  -0.25
C: -4.98626 3.25033 0.13502  -0.12
C: -4.15164 4.45315 0.57293  -0.30
C: -2.83454 3.96996 1.17983  -0.12
H: -2.23776 4.82695 1.50061  0.12
H: -3.03401 3.35300 2.05893  0.12
C: -3.86165 5.33773 -0.63903  -0.12
H: -4.79910 5.69687 -1.07042  0.12
H: -3.27858 6.20939 -0.33274  0.12
H: -4.70831 5.02946 1.32082  0.14
H: -5.93302 3.59104 -0.29166  0.12
H: -5.21582 2.62149 0.99861  0.12
H: -4.81293 1.58144 -1.21722  0.14
H: -3.38085 2.76089 -2.88239  0.11
H: -4.85650 3.66468 -2.55810  0.12
H: -2.87482 5.16559 -2.54960  0.14
H: -1.18216 3.50684 -1.80972  0.11
H: -1.17464 4.91144 -0.74804  0.12
H: -1.11803 2.80517 0.56648  0.14
H: -3.15500 1.38454 0.64860  0.15
H: -3.56726 -0.31952 -1.88562  0.11
H: -2.92499 -0.68918 -0.26680  0.12
H: -1.30230 -0.78856 -2.85689  0.11
H: -2.02185 -2.20008 -2.05087  0.12
H: 0.96399 -1.47806 -2.52179  0.11
H: 0.39288 -2.99887 -1.80906  0.12
H: 2.73455 -1.43859 -0.99548  0.10
C: 0.70544 -3.27310 1.12183  -0.05
H: 0.69853 -3.21799 2.20808  0.08
H: -0.21783 -2.85460 0.73308  0.06
H: 0.75800 -4.32415 0.83602  0.09
H: 3.85700 -1.82533 0.97530  0.11
H: 2.87280 -2.12708 2.41170  0.12
H: 4.91377 -3.68864 3.36808  0.11
C: 6.53390 -4.12912 0.33019  -0.06
H: 6.48524 -5.18878 0.07664  0.09
H: 5.81929 -3.59829 -0.29295  0.07
H: 7.53309 -3.77328 0.08942  0.07
H: 7.20192 -3.78463 3.71456  0.07
H: 8.07867 -4.75582 2.52348  0.08
H: 8.07887 -3.00049 2.39483  0.08

Cartesian forces (eV/Å) of the 2 atoms listed first:
-0.176 0.039 0.028
0.136 -0.013 0.117

# 4
Here is a gas-phase ion, C22H38N5O2 (charge +1) from OMol25. Energies are from wB97M-V/def2-TZVPD.

Output
lowest unoccupied orbital energy = -2.7 eV
SMILES = CNc1nc(CCC(=O)O)n(CCCCCCCCCCCCn2cccc2)[nH+]1
net charge = +1
orbital gap = 6.77 eV

Last column: Löwdin charge in e.
CARTESIAN COORDINATES (ANGSTROEM)
C: -3.15919 5.73838 -0.27269  -0.05
N: -2.41503 5.11235 0.84812  0.01
C: -2.36079 3.79104 0.99535  -0.31
N: -3.02601 2.97196 0.09463  0.18
C: -2.72350 1.65443 0.52655  -0.13
C: -3.25808 0.44425 -0.27720  -0.06
C: -3.14152 -0.97093 0.38839  -0.08
C: -3.46915 -2.02032 -0.76003  -0.46
O: -4.17420 -1.67335 -1.67920  0.10
O: -2.93296 -3.29474 -0.70030  0.09
N: -1.92599 1.78393 1.62675  -0.06
C: -1.31493 0.68972 2.42376  -0.11
C: -2.29841 -0.00111 3.43903  -0.16
C: -1.65460 -1.14314 4.31671  -0.20
C: -1.26318 -2.45279 3.52706  -0.19
C: 0.05359 -2.35772 2.64529  -0.21
C: 1.21095 -1.48472 3.25456  -0.20
C: 2.38511 -1.13975 2.20396  -0.20
C: 2.34699 -2.00621 0.88626  -0.20
C: 3.57106 -1.49868 -0.03134  -0.20
C: 3.10045 -0.71262 -1.31362  -0.20
C: 4.15758 -0.86876 -2.50313  -0.19
C: 4.08284 0.32070 -3.54380  -0.15
N: 3.07948 0.10556 -4.60693  -0.14
C: 2.96901 0.96593 -5.71394  -0.11
C: 1.86802 0.55787 -6.59323  -0.08
C: 1.29485 -0.67746 -5.94428  -0.08
C: 2.10197 -0.88100 -4.74932  -0.12
N: -1.66328 3.06992 1.98329  0.17
H: -2.83978 5.19052 -1.20655  0.10
H: -2.75461 6.78325 -0.39894  0.10
H: -4.26991 5.71591 -0.14809  0.10
H: -1.91350 5.70330 1.50564  0.15
H: -4.36004 0.63271 -0.44542  0.15
H: -2.80562 0.47249 -1.31123  0.15
H: -3.91360 -1.17758 1.18346  0.13
H: -2.11768 -1.24820 0.75287  0.09
H: -3.31421 -3.79351 -1.45501  0.14
H: -0.49770 1.16431 3.04697  0.13
H: -0.79521 0.00152 1.71324  0.11
H: -2.62961 0.80946 4.16059  0.12
H: -3.23764 -0.40984 2.98984  0.10
H: -2.45354 -1.45208 5.05856  0.12
H: -0.79838 -0.78763 4.96421  0.11
H: -1.18843 -3.31516 4.25516  0.12
H: -2.10889 -2.74063 2.82807  0.11
H: -0.26524 -2.04834 1.60928  0.07
H: 0.44487 -3.41012 2.53799  0.12
H: 0.88841 -0.50053 3.68053  0.07
H: 1.69913 -2.06117 4.08702  0.12
H: 3.39441 -1.09884 2.69657  0.11
H: 2.16955 -0.07222 1.87808  0.11
H: 2.48245 -3.10337 1.06935  0.11
H: 1.41246 -1.79783 0.28927  0.09
H: 4.19072 -0.77645 0.57867  0.11
H: 4.21843 -2.37591 -0.30472  0.11
H: 3.00822 0.39623 -1.14269  0.11
H: 2.11569 -1.05894 -1.72852  0.09
H: 5.21986 -0.90214 -2.11546  0.12
H: 4.01739 -1.82987 -3.07254  0.11
H: 5.07639 0.43032 -4.07369  0.13
H: 3.92924 1.30628 -3.01157  0.12
H: 3.62651 1.84895 -5.90977  0.11
H: 1.50946 1.04615 -7.52814  0.09
H: 0.44757 -1.30878 -6.28468  0.08
H: 2.04950 -1.66357 -3.96137  0.10
H: -1.07775 3.40856 2.74231  0.19

Cartesian forces (eV/Å) of the 2 atoms listed first:
0.959 0.175 -0.993
0.106 0.302 0.573

- What is the formula in the second record?
  C22H38BClN4O18V

- Number 2 is which compound?
  C22H38BClN4O18V